w) Computed, not measured: C3H8N2OS in the gas phase, with ωB97M-V/def2-TZVPD.

CARTESIAN COORDINATES (ANGSTROEM)
C (-0.22857, 0.12152, 0.92364)
C (0.66359, -0.95748, 1.51284)
S (2.26550, -1.16710, 0.66583)
N (-0.45898, -0.07978, -0.50694)
C (-1.42128, 0.86304, -0.99459)
N (-0.90458, 1.72680, -1.91848)
O (-2.57697, 0.90526, -0.64409)
H (-1.17179, 0.13666, 1.46791)
H (0.23275, 1.09616, 1.08887)
H (0.13752, -1.91152, 1.52114)
H (0.93063, -0.70194, 2.52845)
H (2.08794, -2.39636, 0.17714)
H (-0.84871, -1.01640, -0.59801)
H (-1.42192, 2.58890, -1.97378)
H (0.09240, 1.70715, -2.05155)

Output
* HOMO level: -9.075 eV
* Kohn-Sham gap: 9.867 eV

x) Computed, not measured: 2 unconnected molecules or ions with the total composition C3H8N2OS, with ωB97M-V/def2-TZVPD.

CARTESIAN COORDINATES (ANGSTROEM)
C (-2.31488, -0.26448, 0.84830)
C (-0.11928, -0.24713, -0.28000)
C (2.31660, 1.00177, 0.88654)
H (-2.61277, 0.77255, 0.98849)
H (-3.33205, -0.72399, 0.61723)
H (-1.85507, -0.67875, 1.73556)
H (-1.71092, -0.93045, -1.12466)
H (2.61199, 0.04389, 0.63624)
H (2.86197, 1.41873, 1.73417)
H (2.32353, 1.46791, -0.05452)
H (0.55313, -0.91248, -3.28846)
N (-1.43554, -0.31945, -0.28965)
N (0.69480, -0.57560, -1.19305)
O (0.00726, -1.41421, -2.16591)
S (0.43704, 0.88629, 1.10832)

Output
* HOMO level: -8.376 eV
* Kohn-Sham gap: 8.637 eV

y) Computed, not measured: C3H8N2OS in the gas phase, with ωB97M-V/def2-TZVPD.

CARTESIAN COORDINATES (ANGSTROEM)
N (0.53018, 0.32519, 1.30610)
C (-0.07074, -0.43607, 0.12925)
C (0.82783, -0.08201, -1.14172)
S (2.60762, -0.28715, -0.70385)
C (-1.53419, -0.16911, -0.03506)
N (-1.61691, 1.28537, -0.08629)
O (-2.49802, -0.80978, -0.25234)
H (0.17061, -0.40702, 2.06258)
H (2.41174, -1.56820, -0.35480)
H (1.60899, 0.20580, 1.39887)
H (-0.00030, -1.52380, 0.35258)
H (0.37804, -0.57938, -2.04602)
H (0.62062, 1.00956, -1.35980)
H (-0.88580, 1.50719, 0.48966)
H (-2.54967, 1.52942, 0.24086)

Output
* HOMO level: -9.628 eV
* Kohn-Sham gap: 10.235 eV

z) Computed, not measured: C3H8N2OS in the gas phase, with ωB97M-V/def2-TZVPD.

CARTESIAN COORDINATES (ANGSTROEM)
C (1.72768, 0.36060, -0.22949)
C (0.44794, -0.36739, -0.13870)
C (-2.06075, -0.13148, 1.39167)
H (0.87819, 2.23926, -0.55307)
H (2.22322, 2.15969, -1.46018)
H (2.40030, -0.23013, -0.83611)
H (2.13215, 0.68727, 0.64724)
H (0.64581, -1.51351, 0.01129)
H (-0.07313, -0.25197, -1.22401)
H (-2.39168, 0.06792, 2.45767)
H (-2.18141, -2.58205, -0.43321)
N (1.38430, 1.53849, -1.17647)
N (-2.71397, -1.13242, 0.90405)
O (-1.89032, -1.54252, -0.29213)
S (-0.52832, 0.69823, 0.93146)

Output
* HOMO level: -8.875 eV
* Kohn-Sham gap: 9.652 eV

Least stable of them? x).

w) Computed, not measured: 2 unconnected molecules or ions with the total composition C3H8N2OS, with ωB97M-V/def2-TZVPD.

CARTESIAN COORDINATES (ANGSTROEM)
C (-1.38037, 2.27401, 1.30938)
C (-0.39852, -1.77063, -0.33617)
C (1.02798, -2.04677, -0.56040)
N (-0.96140, 1.25676, 0.57420)
N (-0.07776, 1.06772, -0.36415)
O (-1.12299, -1.80945, 0.61559)
S (-1.14979, -1.51626, -2.03221)
H (-0.98951, 3.26735, 1.34826)
H (-2.14459, 2.05055, 2.01275)
H (0.97722, -3.04146, -0.92418)
H (1.50873, -1.81703, 0.41465)
H (1.40219, -1.35457, -1.39809)
H (-1.47154, 0.37898, 0.66664)
H (0.59476, 1.85256, -0.41641)
H (-0.05918, -1.06765, -2.62823)

Output
* HOMO level (alpha / beta): -8.026 / -8.028 eV
* Kohn-Sham gap (alpha / beta): 8.853 / 8.854 eV

x) Computed, not measured: 3 unconnected molecules or ions with the total composition C3H8N2OS, with ωB97M-V/def2-TZVPD.

CARTESIAN COORDINATES (ANGSTROEM)
C (1.49830, 0.52847, -0.15651)
C (-8.28669, -0.64453, 0.21242)
C (0.32541, 1.11391, -0.34456)
N (6.45224, -0.16055, -0.77044)
N (4.79937, -0.80314, 0.99761)
O (-8.32010, -0.59710, -0.99745)
S (5.03927, -0.68204, -0.48676)
H (2.38690, 0.66907, -0.76165)
H (1.77044, -0.20335, 0.57602)
H (-7.68510, 0.14700, 0.68518)
H (-8.93679, -1.35481, 0.77040)
H (0.48662, 1.92780, -1.13288)
H (-0.52232, 1.12963, 0.35929)
H (7.14055, 0.18771, -0.08046)
H (3.85191, -1.25807, 1.12979)

Output
* HOMO level: -10.014 eV
* Kohn-Sham gap: 9.806 eV

Least stable of them? x).

w) Computed, not measured: a gas-phase ion, C5H10NS (charge +1), with ωB97M-V/def2-TZVPD.

CARTESIAN COORDINATES (ANGSTROEM)
C (-1.15237, 1.28345, -0.71461)
C (-0.81442, -0.18611, -0.97292)
C (-1.50013, 1.92236, 0.40766)
C (-0.35453, -0.84535, 0.28822)
C (2.14582, -1.02499, 0.01344)
N (1.03058, -0.47454, 0.70080)
S (2.10924, -1.33497, 1.83659)
H (1.06435, 0.58115, 0.65890)
H (-1.35651, 1.58525, -1.66225)
H (-1.67739, -0.63885, -1.21792)
H (0.00730, -0.25817, -1.69454)
H (-1.88534, 2.82078, 0.35098)
H (-1.41406, 1.46733, 1.35479)
H (-0.82660, -0.43528, 1.18553)
H (-0.22567, -1.94671, 0.27806)
H (1.91922, -2.06115, -0.53257)
H (2.93050, -0.45419, -0.28016)

Output
* charge: +1
* HOMO level: -14.006 eV
* Kohn-Sham gap: 9.254 eV

x) Computed, not measured: a molecular structure, C5H10NS, with ωB97M-V/def2-TZVPD.

CARTESIAN COORDINATES (ANGSTROEM)
C (0.44737, -1.51321, 0.10998)
C (0.57720, -0.82458, -1.25174)
C (0.77280, -0.50322, 1.08126)
C (-0.20197, 0.48128, -1.12454)
C (-1.32804, 1.56956, 0.80935)
N (-0.14014, 0.91829, 0.22612)
S (0.06830, 2.66090, 0.68376)
H (-0.59724, -1.96105, 0.21906)
H (1.14176, -2.32606, 0.56385)
H (1.69916, -0.60872, -1.33639)
H (0.21244, -1.54096, -1.93890)
H (0.28693, -0.63897, 2.08387)
H (1.79108, -0.14018, 1.17943)
H (0.26679, 1.35855, -1.65202)
H (-1.27340, 0.29707, -1.48396)
H (-2.16357, 1.61117, 0.07135)
H (-1.55948, 1.16015, 1.75950)

Output
* charge: +1
* HOMO level: -14.242 eV
* Kohn-Sham gap: 9.764 eV

Least stable of them? w).